1.
26
Properties=species:S:1:pos:R:3:forces:R:3:lowdin_charge:R:1 method="wB97M-V/def2-TZVPD" e_tot_ev=-151637.4002 e_lumo_ev="2.79 / 2.79" total_charge=-1 gap_ev="4.31 / 4.31"
Pd 1.2429 -0.0928 -0.3237 -0.5 0.3 0.1 0.384
Br 2.6555 -2.3138 -1.5396 -0.5 -1.6 -0.5 0.625
Cl -0.7010 5.2913 -1.3945 -0.1 0.5 -0.4 0.620
Cl -0.0976 0.4097 2.4393 0.2 -0.6 0.4 0.595
Cl -2.3902 2.3227 2.8011 -0.5 0.3 0.3 0.589
Cl 1.4633 3.0729 -1.9919 0.5 0.1 -0.9 0.605
Cl -2.7506 4.8481 0.9464 -0.4 0.4 0.2 0.646
N 3.7063 0.6550 1.2668 3.6 1.5 3.0 0.102
N -0.0226 -1.6698 -0.9695 1.4 -0.5 -1.2 -0.118
C 0.5067 1.8052 0.1596 -0.5 -0.6 0.1 -0.350
C -1.4822 3.7489 0.6935 1.8 -1.2 -1.5 -0.754
C 0.4161 -3.9699 -0.5796 0.4 0.1 -0.7 -0.131
C -0.2822 1.6832 1.2797 -0.5 1.5 -1.0 -0.755
C -0.5947 3.8967 -0.4058 0.5 -1.5 0.6 -0.709
C -1.3395 -1.8550 -0.9119 2.0 -1.6 0.0 -0.124
C -1.2939 2.5946 1.4733 -0.7 0.5 0.9 -0.709
C 0.8349 -2.7127 -0.9808 -0.8 1.8 0.7 -0.697
C 2.8281 0.3699 0.5872 -1.1 -2.0 -2.0 -0.360
C 0.3769 2.8584 -0.6784 -2.0 2.2 1.6 -0.755
C -0.9443 -4.1884 -0.4159 0.1 -0.1 -0.2 -0.076
C -1.8267 -3.1271 -0.7054 -0.7 -1.2 0.5 -0.079
H -1.8445 -0.9680 -1.1111 -1.4 1.2 0.0 0.094
H -1.2713 -5.2083 -0.1093 0.0 1.0 -0.5 0.112
H 4.5115 0.6211 1.8708 -0.6 0.1 -0.4 0.072
H 1.1836 -4.7100 -0.6187 0.0 -0.8 0.6 0.079
H -2.8846 -3.3621 -0.7816 0.1 0.3 0.2 0.093


2.
103
Properties=species:S:1:pos:R:3:forces:R:3:lowdin_charge:R:1 method="wB97M-V/def2-TZVPD" e_tot_ev=-89773.2648 e_lumo_ev=-1.51 gap_ev=8.00
S -1.7425 2.8294 5.3477 -0.2 0.0 -0.3 0.435
P -2.9805 1.7626 4.3326 -0.1 -0.5 1.3 0.344
O 3.5693 3.6229 -7.4307 -0.1 0.0 -0.1 -0.049
O -3.6093 0.5959 5.4135 0.4 1.0 -2.3 -0.262
O 7.2170 3.3585 0.9010 -0.1 0.1 0.2 -0.066
O -4.1093 -3.7062 -0.2493 0.0 0.0 0.2 -0.071
O 2.4971 -4.6409 -8.3299 -0.1 0.1 0.1 -0.065
O 3.6507 -0.1213 -1.7776 0.0 0.1 0.1 -0.046
O 5.1557 1.6239 2.6077 -0.7 -1.1 0.6 -0.250
O 0.4706 2.4075 8.0976 0.0 0.0 -0.1 -0.077
O -4.5025 -6.9787 -4.0561 -0.2 0.0 -0.3 -0.063
O -1.6430 -8.5373 -0.0828 0.2 0.0 0.0 -0.051
O -1.6190 4.8879 2.8017 -0.1 0.2 -0.2 -0.094
O -3.3795 1.2153 8.5040 0.1 0.0 -0.1 -0.069
O 4.0552 -0.0558 -5.1401 -0.2 -0.1 0.0 -0.047
O -2.9741 5.2767 7.2941 0.0 0.1 -0.2 -0.089
O 4.3769 2.3826 6.4455 0.0 0.1 0.3 -0.058
O -1.4449 2.4098 -2.3187 -0.2 -0.1 0.0 -0.047
O -6.7558 0.4693 4.8278 0.2 0.1 -0.1 -0.063
O -6.3968 -4.7832 -5.6077 -0.2 0.0 -0.1 -0.053
O 6.4326 2.2629 -6.2427 -0.3 0.0 0.1 -0.057
O -3.5826 -6.4291 -1.5662 0.2 -0.1 0.4 -0.067
O 1.0350 3.5957 -1.1982 0.1 0.0 0.2 -0.060
O 3.8311 -3.3790 -4.6705 -0.1 0.3 0.1 -0.047
O -4.3304 2.5873 3.7895 1.6 -1.2 0.5 -0.209
O 2.6307 -1.5287 -7.2798 0.0 0.0 0.1 -0.053
O -4.3417 -2.8237 -5.6055 -0.2 0.6 0.1 -0.058
O -3.4397 -5.0452 -6.8755 0.0 -0.2 0.0 -0.071
N 0.6634 0.3439 0.3963 -0.4 3.0 3.0 0.127
N -0.2355 2.1759 2.6372 1.5 -1.2 -2.3 0.100
C -2.2752 0.8007 2.9271 -1.1 -2.4 -2.0 -0.210
C -2.6999 -1.1939 1.3305 2.0 2.0 0.6 -0.039
C -3.1059 -0.3277 2.4690 1.7 0.8 -0.7 -0.039
C -1.4293 -0.9057 0.6974 -1.3 0.4 1.1 0.014
C 5.2088 0.1819 2.6980 0.3 0.0 -0.1 -0.098
C 1.3505 1.3982 0.8936 0.5 -0.1 -0.3 -0.067
C 0.9340 2.3320 1.9785 -0.6 -0.5 0.6 -0.186
C 3.3825 3.2389 2.2690 0.2 0.7 1.1 -0.165
C -0.9840 1.0815 2.2152 -0.5 -0.1 0.2 -0.170
C 1.8472 3.5193 2.4459 -0.3 -0.1 -1.1 -0.123
C -0.5283 0.2262 1.1126 -2.5 -2.1 -0.1 -0.194
C 3.9395 2.1149 3.2455 0.6 1.5 -0.9 -0.191
H 7.3614 4.2711 1.1742 0.0 -0.1 -0.1 0.031
H 2.6350 -3.7247 -8.0588 0.0 0.1 0.0 -0.005
H -4.0680 0.7215 8.0445 0.0 0.1 0.0 0.023
H 2.8324 3.0224 -7.5896 0.1 0.0 0.1 0.038
H -2.8719 -0.0175 5.6198 -0.5 0.4 -0.1 0.087
H 3.6872 3.0758 1.1969 -0.4 -0.1 1.1 0.115
H -3.7925 -2.2079 -6.1054 0.0 -0.2 -0.1 0.060
H 2.0567 -5.0442 -7.5740 0.1 0.0 -0.1 0.032
H 0.3218 4.1865 -1.4634 0.0 -0.1 0.0 0.036
H -7.0173 1.2769 4.3714 0.0 -0.1 0.1 0.032
H 3.4757 4.2947 -8.1157 0.1 0.0 0.1 0.044
H 4.1935 0.8603 -4.8686 0.0 -0.1 0.0 0.054
H -4.7638 -6.1715 -4.5190 -0.1 -0.1 -0.1 0.009
H -4.1215 3.5379 3.8750 -0.2 -0.4 0.2 0.062
H 0.0893 1.5768 8.4046 0.0 0.1 0.0 0.035
H -2.9607 -7.1689 -1.5810 0.0 0.0 0.3 0.021
H 1.5677 3.8393 3.4913 0.3 -0.7 -1.0 0.131
H 2.3568 1.5925 0.4319 -1.2 -0.1 0.5 0.110
H -1.5235 -8.1957 0.8106 -0.1 0.0 -0.1 0.043
H -3.3539 -2.0339 0.9767 0.8 0.9 0.4 0.080
H -4.4323 -6.8333 -1.7800 0.1 0.1 -0.3 0.039
H -4.1905 -4.6988 -6.3729 0.2 0.0 -0.1 -0.029
H -6.4933 -4.1127 -6.2944 0.2 0.0 0.1 0.043
H 6.0053 1.4014 -6.1687 0.2 0.0 -0.1 0.012
H -2.6802 -4.8683 -6.3104 -0.1 0.0 -0.1 0.032
H -7.1323 -5.3873 -5.7646 0.1 -0.1 0.1 0.057
H 5.7181 2.8565 -6.5093 0.0 0.0 -0.1 0.007
H 6.2768 -0.1730 2.6704 -1.0 0.5 0.0 0.096
H 4.7525 -0.1355 3.6764 0.4 0.0 -1.1 0.094
H 3.1884 1.2968 3.3945 0.7 0.6 0.0 0.120
H 6.7615 2.9566 1.6542 -0.1 -0.1 -0.1 0.005
H -4.0927 -0.5507 2.9514 1.1 0.4 -0.3 0.109
H 4.2616 -2.8510 -3.9881 0.0 -0.1 0.0 0.031
H 2.9009 0.2242 -1.2777 -0.1 -0.2 -0.1 0.008
H -4.9583 -4.1087 -0.4611 0.1 0.0 0.0 0.040
H -1.1273 -1.5673 -0.1575 -0.1 0.9 0.9 0.116
H -2.4650 4.4849 2.5822 0.1 0.1 -0.1 0.008
H 3.6124 -0.4590 -4.3804 0.1 0.2 0.1 0.034
H -1.8261 1.5797 -2.0076 0.1 0.0 0.0 0.040
H 3.0626 -0.9965 -6.5945 0.1 0.2 -0.1 -0.008
H 3.5849 -2.7345 -5.3455 0.1 -0.2 -0.1 0.000
H 0.6064 2.7354 -1.1263 -0.1 0.1 -0.2 -0.008
H -4.8981 -2.2535 -5.0614 0.0 -0.2 0.1 0.055
H -3.5504 -6.8861 -3.9460 -0.1 0.0 0.0 0.033
H -2.1549 2.8176 -2.8275 0.1 0.0 0.0 0.047
H 4.6709 -0.2469 1.8043 0.3 0.1 1.0 0.088
H 4.2799 2.6072 4.2142 -1.0 -1.0 -1.0 0.113
H 1.5821 4.3901 1.7741 0.2 -0.8 0.6 0.127
H 3.9116 4.1911 2.5776 -0.6 -0.9 -0.5 0.121
H 5.1327 2.5486 7.0207 0.0 0.0 -0.1 0.044
H -0.2399 2.8147 7.5870 0.1 -0.1 0.1 -0.042
H 2.3848 -0.8870 -7.9546 0.0 -0.2 0.0 0.045
H 4.4112 0.0522 -1.2100 0.0 0.0 -0.1 0.042
H -5.8004 0.5671 4.9452 -0.2 -0.1 0.1 -0.019
H -0.9967 4.1457 2.7901 -0.1 -0.1 0.2 -0.031
H -2.4026 5.0541 6.5475 -0.1 -0.1 0.1 -0.047
H -0.7930 -8.9398 -0.2957 -0.1 0.0 0.0 0.043
H -3.1961 1.9605 7.9170 0.0 0.0 0.0 0.000
H -3.5306 5.9892 6.9602 0.1 0.0 0.1 0.032
H 3.6252 2.7358 6.9384 0.0 -0.1 -0.1 0.043
H -3.4906 -4.4486 -0.2693 -0.2 -0.1 -0.2 0.022


3.
93
Properties=species:S:1:pos:R:3:forces:R:3:lowdin_charge:R:1 method="wB97M-V/def2-TZVPD" e_tot_ev=-52351.8352 e_lumo_ev=-0.21 gap_ev=9.10
O -1.3858 5.0117 0.0332 0.4 0.2 -0.2 -0.046
O -1.9379 4.0250 -2.8021 0.1 0.1 -0.3 -0.055
O 1.5432 -0.0842 -4.5444 0.1 0.1 0.4 -0.080
O -1.7208 -3.0606 -4.5825 -0.1 0.0 0.1 -0.066
O 1.5513 -0.4449 5.9575 0.2 0.3 0.3 -0.050
O 0.2416 -0.6196 -2.2128 -0.3 0.7 0.5 -0.110
O 3.8933 1.9058 2.2618 0.6 0.9 -1.2 -0.077
O -0.2739 -3.3139 -1.7970 -0.2 0.2 0.3 -0.040
O -2.5540 -1.2034 -2.4104 -0.1 0.2 0.2 -0.047
O 3.8118 -2.0953 2.5274 -0.2 0.1 -0.7 -0.087
O -0.8999 -3.2879 2.7185 0.2 0.0 -0.3 -0.125
O 5.6052 -0.1458 1.6816 0.0 0.3 0.1 -0.063
O 2.7970 -4.2102 0.9411 -0.1 -0.1 -0.7 -0.085
O -4.4602 1.1615 -1.4421 0.0 -0.3 0.0 -0.045
O 1.3999 -2.2815 3.8133 -0.1 0.5 0.0 -0.063
O -3.6425 3.3770 -5.5535 -0.1 0.1 0.0 -0.036
O 3.5805 -3.5861 -1.6148 0.2 0.2 -0.5 -0.033
O -0.0087 -4.5789 0.5562 -0.2 -0.3 -1.2 -0.082
O -2.8382 1.5422 3.4861 -0.6 0.4 -0.4 -0.040
C 2.5388 1.0258 4.3171 -0.8 1.0 0.9 -0.072
C 3.9038 -0.6557 5.6081 0.2 -0.7 -0.8 -0.038
C -0.7582 0.5459 2.8487 -0.3 0.1 -1.1 -0.039
C -2.5518 1.3053 -4.8709 0.1 -0.4 0.0 -0.047
C 0.3985 0.2877 -1.0846 -0.4 -0.4 0.4 -0.387
C -2.0357 1.2777 2.3422 2.2 -0.9 1.3 -0.450
C -0.7322 1.2883 -1.1183 -0.6 0.4 -0.7 -0.046
C 0.4394 -0.6014 0.1562 0.9 0.1 -1.0 -0.028
C -4.4286 1.3383 -6.5028 -0.3 0.6 0.1 -0.056
C -1.6589 2.5611 1.6496 -0.3 0.3 -0.9 -0.078
C 2.7299 0.3080 5.6413 0.7 0.0 0.3 -0.447
C -3.8660 2.0086 -5.2718 1.0 -0.8 0.5 -0.494
H -1.3086 4.1206 -2.0760 -0.3 0.0 0.2 0.009
H 1.9206 -4.6300 0.7816 0.6 0.6 0.2 0.025
H 2.1407 -1.9832 3.2567 0.2 -0.3 0.2 -0.001
H -5.2136 1.3482 -2.0148 0.1 0.1 0.0 0.045
H -1.8531 1.1977 -5.7034 -0.1 0.4 -0.1 0.091
H -1.1471 3.3187 2.2456 -0.5 -0.2 0.9 0.093
H 0.9254 0.1373 6.3989 -0.1 0.0 -0.1 0.105
H -1.0238 -0.3118 3.4645 0.1 0.1 0.2 0.089
H 0.3036 -3.6565 -2.4821 -0.1 0.0 -0.3 0.065
H 1.3170 0.8734 -1.1662 0.3 -0.5 -0.4 0.147
H -0.0499 1.2302 3.3098 -0.4 0.1 0.5 0.060
H -3.7463 1.5783 -7.3184 0.0 -0.4 -0.1 0.088
H 4.2958 -3.0718 -2.0087 -0.1 -0.1 0.1 0.066
H -3.1559 3.7391 -4.8053 0.0 0.0 0.0 0.057
H 3.3115 1.7663 4.0917 0.2 -1.2 1.1 0.061
H 1.2413 -0.1851 -3.6156 -0.1 0.0 -0.7 -0.008
H 1.2269 -1.3351 -0.0031 0.3 0.0 0.2 0.093
H -2.0422 4.9184 -3.1480 0.0 0.0 0.1 0.047
H 1.7653 0.8476 -4.6369 0.0 -0.1 -0.1 0.024
H -0.1999 0.1454 1.9955 -1.1 0.2 1.3 0.011
H -0.5708 2.1933 -0.5305 0.3 -0.5 -0.6 0.052
H 0.6688 -0.0140 1.0428 0.5 -0.5 -0.8 0.052
H -0.1289 -2.3449 -1.7940 0.3 -0.4 -0.1 0.018
H -0.7322 -0.6538 -2.3097 0.2 -0.2 -0.5 0.058
H 0.0136 -3.1008 3.0307 -0.5 0.2 0.1 -0.014
H -2.0261 1.7878 -4.0467 -0.1 0.3 -0.1 0.045
H -2.5357 0.5695 1.6740 -0.2 0.3 -0.3 0.134
H -0.4694 -1.1990 0.2552 -0.2 0.4 0.3 0.101
H -2.4213 -3.6838 -4.7985 0.0 0.0 0.0 0.033
H 4.8713 -0.1720 5.4614 -0.1 0.4 0.1 0.086
H 2.9745 1.0356 6.4226 -0.5 0.1 0.1 0.137
H -0.1423 -4.1049 -0.3151 0.2 -0.2 0.6 0.026
H 3.1730 -4.0184 0.0527 -0.4 -0.3 0.7 -0.001
H 4.4978 2.4077 2.8253 -0.1 0.1 -0.2 0.074
H -0.9177 1.6483 -2.1346 0.3 -0.1 -0.1 0.074
H -2.9952 -0.3389 -2.4178 -0.2 0.0 0.0 0.028
H 3.4311 -2.6700 1.8252 0.2 -0.1 0.5 0.017
H -4.5410 1.9026 -4.4136 -0.3 0.1 -0.1 0.121
H 4.4402 -1.4939 2.0830 -0.1 -0.2 0.2 0.007
H -0.6588 5.6436 -0.0224 -0.1 0.0 0.0 0.056
H -3.1825 0.6929 3.7792 0.0 0.1 0.1 0.091
H 5.0073 0.5665 1.9889 0.1 -0.4 -0.3 0.003
H -4.8454 0.7463 -0.6609 0.0 0.1 0.0 0.049
H -4.5374 0.2706 -6.3236 0.2 -0.1 -0.2 0.082
H 3.0993 -3.9455 -2.3661 0.0 0.0 0.0 0.057
H -5.4090 1.7468 -6.7542 0.0 0.0 0.0 0.079
H -1.6926 0.8594 -0.8221 0.1 0.0 0.3 0.081
H -2.5541 2.9569 1.1638 0.0 0.4 0.2 0.101
H -2.7058 0.2678 -4.5581 -0.4 0.0 0.0 0.064
H -0.7446 -3.7424 1.8645 -0.1 0.3 0.7 -0.033
H -0.4993 -5.4014 0.4378 0.1 0.0 0.2 0.075
H 3.0186 2.0667 2.6347 0.3 -0.1 -0.6 0.024
H 1.2466 -1.5560 4.4426 0.0 -0.4 0.0 0.016
H -2.0824 -2.5210 -3.8613 0.1 -0.1 -0.2 -0.014
H -1.1826 4.4771 0.8089 -0.1 0.1 -0.1 -0.012
H 2.3311 0.3235 3.5111 0.4 0.0 -0.1 0.084
H 1.6873 1.7144 4.3701 -0.5 -0.4 0.3 0.081
H 3.9916 -1.2997 6.4818 -0.3 0.2 0.2 0.087
H -2.9611 -1.6785 -1.6747 0.1 0.0 0.0 0.084
H 5.8363 0.0882 0.7767 0.0 0.0 0.1 0.055
H 3.8006 -1.3159 4.7434 -0.1 -0.1 0.1 0.058
H -0.9413 2.4405 0.8300 -0.5 -0.6 1.0 0.031


4.
111
Properties=species:S:1:pos:R:3:forces:R:3:lowdin_charge:R:1 method="wB97M-V/def2-TZVPD" e_tot_ev=-73875.6774 e_lumo_ev=1.16 total_charge=-1 gap_ev=6.44
O -2.7246 -1.4502 -5.2250 0.0 -0.2 -0.1 -0.059
O -3.3117 1.4107 -5.1227 -0.2 0.2 -0.2 -0.041
O -1.1404 3.1047 -10.0290 0.1 0.0 -0.1 -0.056
O 4.3583 -1.0903 5.1308 0.0 0.0 0.0 -0.087
O -4.4932 3.5014 1.5928 -0.3 0.0 -0.2 -0.038
O 0.2411 -4.6452 5.6090 0.0 -0.1 -0.2 -0.061
O -3.3939 0.5845 5.2269 -0.3 0.0 0.2 -0.052
O 1.1423 1.4464 -7.3180 -0.3 0.1 0.0 -0.049
O 2.7979 -3.9986 3.4125 -0.4 -0.1 -0.3 -0.004
O -0.5779 1.9514 5.0608 0.3 0.1 0.0 -0.048
O 6.4084 -3.1860 5.3995 0.3 0.0 0.0 -0.037
O -2.9796 5.7676 0.0664 -0.1 0.0 -0.1 -0.053
O 1.7287 2.5895 -10.2414 0.0 -0.1 0.2 -0.065
O -1.0886 -2.0772 2.2299 -0.5 -0.3 0.2 -0.170
O -2.2372 3.2051 -7.3605 0.2 -0.1 -0.3 -0.048
O 0.7368 4.8252 1.3730 0.1 -0.1 0.1 -0.068
O 0.7408 3.7843 -1.3393 0.0 0.0 0.0 -0.054
O -4.8685 -4.0264 -5.3988 0.0 0.1 0.0 -0.055
O 0.2913 -2.6670 -4.3086 -0.1 -0.2 -0.1 -0.070
O -4.8764 -1.3160 2.5042 -0.4 -0.1 0.2 -0.049
O -7.1115 -0.6551 5.0382 0.0 0.0 -0.1 -0.062
O 3.5069 2.5601 -2.7050 0.1 0.2 0.0 -0.061
O 5.9578 -1.2157 -3.1450 0.1 0.0 0.0 -0.052
O -2.8190 -4.3764 1.0494 -0.3 0.0 0.2 -0.067
O 1.6744 -2.5480 7.4697 0.0 0.2 0.1 -0.080
O 1.6640 2.5077 3.0117 -0.1 0.6 0.0 -0.049
O -1.7989 3.8784 2.6360 0.0 0.0 0.0 -0.062
O 1.8306 -2.2860 4.4210 -0.8 0.6 0.3 -0.077
N 2.3390 0.2235 -0.5562 -0.4 0.3 -0.4 -0.105
N 0.2714 -1.6844 2.3201 0.4 0.7 -0.6 -0.003
C 1.1851 -2.8159 2.1651 -0.7 0.5 -0.2 -0.222
C -2.0885 0.1801 2.3172 0.0 -0.4 -0.6 -0.061
C -1.7764 -1.0775 1.4934 0.8 0.7 -0.3 -0.252
C 1.0163 0.4005 -0.8135 -1.1 0.0 -0.2 -0.137
C 1.9228 -0.6360 -2.5800 0.1 0.1 0.2 -0.099
C 2.9660 0.6371 0.6816 -0.2 -0.2 0.6 -0.122
C 0.7038 -0.1207 -2.0364 0.7 -0.5 -0.6 -0.093
C 3.3823 -1.9026 1.1715 0.1 0.2 0.0 -0.178
C 3.2088 -0.4818 1.7205 0.2 -0.1 -0.8 -0.137
C 2.8931 -0.3937 -1.6524 0.5 0.1 0.8 -0.133
C 2.0645 -2.6155 0.9108 -0.1 -0.5 0.2 -0.129
C 1.9875 -3.0542 3.4330 1.5 -0.7 0.4 -0.687
H 0.4360 -1.2137 3.2045 -0.2 -0.5 0.4 0.104
H -1.4283 3.8999 -10.4857 0.0 0.0 0.0 0.053
H -0.5967 -4.4508 5.1824 0.0 0.1 0.0 0.025
H -5.4434 3.6448 1.6435 0.0 0.0 0.1 0.057
H 6.6772 -0.5786 -3.1804 0.0 0.0 0.0 0.033
H -2.5368 -5.2837 1.1949 0.1 0.0 0.0 0.033
H 7.0456 -3.1083 4.6832 -0.1 0.0 -0.1 0.046
H -1.7681 1.0671 1.7765 -0.1 0.2 0.0 0.065
H -2.6690 4.0336 2.2515 0.1 0.1 0.0 -0.021
H -4.3961 2.5517 1.4590 0.2 0.0 0.0 0.056
H 1.3513 5.0014 0.6520 -0.1 0.0 -0.1 0.038
H -5.0251 -3.6697 -4.5184 0.0 0.0 0.0 0.040
H -4.1179 1.9198 -5.2588 -0.1 -0.1 0.1 0.052
H 0.3230 -2.7831 -3.3527 0.1 0.1 0.0 0.031
H -1.1837 4.3991 2.1049 0.0 0.1 -0.1 -0.003
H 2.2664 1.3195 1.1504 0.0 0.2 -0.1 0.085
H 1.0665 2.8141 3.7120 -0.2 -0.4 0.1 0.033
H 1.6345 1.6505 -10.4277 0.0 0.0 -0.2 0.038
H -2.8239 -0.6485 -5.7508 0.0 0.1 0.2 0.011
H -3.8342 -0.1216 4.7476 0.0 0.0 0.0 0.005
H -5.0992 -1.7688 1.6842 0.0 0.0 0.0 0.054
H -3.7374 5.2302 0.3278 0.1 -0.2 0.1 0.001
H -2.4409 -3.8798 1.7881 0.3 0.1 -0.2 0.007
H 4.3215 2.0744 -2.5515 -0.1 -0.1 0.0 0.019
H 6.7072 -3.9387 5.9162 -0.1 0.0 0.0 0.043
H 1.1522 1.8533 -8.1932 0.3 0.1 -0.1 -0.007
H -3.1860 -2.1360 -5.7231 0.0 -0.1 0.1 0.022
H 1.1630 0.4988 -7.4789 0.0 0.0 0.1 0.036
H 2.1173 -1.1186 -3.5176 -0.2 0.0 -0.2 0.081
H 0.5597 -3.6944 2.0122 0.0 -0.2 0.0 0.146
H -3.5383 1.3615 4.6770 0.2 0.1 0.0 0.036
H -3.2534 1.3139 -4.1660 0.2 -0.1 0.0 0.064
H -0.2562 -0.1559 -2.5168 -0.2 0.1 0.1 0.083
H 4.1060 -0.2229 2.2744 -0.1 0.1 0.3 0.106
H 3.4879 -1.5255 5.0787 0.0 0.0 -0.2 -0.006
H 3.8696 1.2164 0.5019 0.2 -0.2 -0.4 0.119
H -3.3339 6.4009 -0.5641 0.0 0.0 0.0 0.030
H 0.8177 2.9110 -10.1895 -0.3 0.0 -0.1 -0.009
H 3.9640 -2.4573 1.9028 -0.1 -0.2 0.1 0.101
H -6.5738 -0.4587 4.2628 0.0 0.0 -0.1 0.004
H 1.4455 -2.0771 0.1972 0.0 0.2 -0.1 0.096
H 2.8287 2.0423 -2.2519 -0.1 0.0 -0.1 0.002
H 1.1006 4.0297 1.7968 -0.1 -0.1 0.1 0.010
H -2.6663 -1.5113 1.0445 -0.2 -0.3 0.3 0.091
H -3.1590 0.1936 2.4926 0.0 0.4 0.2 0.025
H 2.2563 -3.5892 0.4592 0.2 -0.1 0.1 0.112
H 4.9786 -1.8301 5.1451 -0.1 0.0 0.1 -0.019
H 0.2897 0.8582 -0.1633 0.5 0.1 0.5 0.112
H -4.6212 -4.9429 -5.2433 0.1 0.0 0.0 0.040
H -0.3033 1.0345 5.1785 0.0 0.0 0.0 0.047
H 0.1972 3.7446 -0.5418 0.0 0.0 0.0 0.018
H 3.9499 -0.5942 -1.6342 0.1 -0.2 -0.3 0.101
H -1.1252 -0.7853 0.6699 0.1 -0.2 -0.1 0.088
H 2.3518 -0.4843 2.3822 0.1 0.1 0.4 0.088
H -1.5520 0.1858 3.2574 0.0 -0.1 0.2 0.058
H -6.6951 -1.4306 5.4245 0.0 0.0 0.1 0.031
H 0.8868 -4.1389 5.0880 0.0 0.0 0.2 0.000
H 2.5052 2.9330 3.2125 0.1 -0.2 0.1 0.061
H -1.4064 2.7334 -7.2085 0.1 0.1 0.3 0.046
H -1.6529 3.0886 -9.2038 -0.1 0.1 0.0 0.007
H 0.4419 4.5803 -1.7889 0.0 0.0 -0.1 0.041
H -0.7916 2.2476 5.9503 -0.1 0.0 0.0 0.046
H 1.8234 -3.4835 7.3097 -0.1 -0.1 -0.1 0.017
H -2.8813 2.6802 -6.8743 0.2 0.0 0.1 0.015
H 5.7156 -1.3578 -4.0650 -0.1 0.0 0.0 0.038
H -4.5296 -2.0174 3.0673 0.1 0.0 -0.1 0.055
H 3.9757 -1.9314 0.2580 0.1 0.2 -0.1 0.096
H 1.6039 -2.1854 6.5748 0.1 -0.1 -0.1 -0.002
H -0.5248 -2.1784 -4.4601 -0.2 0.0 -0.1 0.002